(1)
The following is a DFT calculation (ωB97M-V/def2-TZVPD) of a 7-piece molecular cluster, C42H35F7 overall at a distorted geometry.

Multiplicity: 1
Structure (SMILES): Fc1ccccc1.Fc1ccccc1.Fc1ccccc1.Fc1ccccc1.Fc1ccccc1.Fc1ccccc1.Fc1ccccc1
HOMO energy: -9.17 eV
ΔE to the lowest compared entry with this formula, charge and spin: 1.780 eV
LUMO energy: 0.483 eV
Calculated total energy: -2320.423331 Eh

Each line ends with the Löwdin charge.
Positions of all 84 atoms, in Å:
F 1.6862 -0.2810 3.6282  0.092
C 1.3435 -1.4552 3.1154  -0.299
C 0.1698 -2.0473 3.3915  -0.032
C -0.3128 -3.2265 2.8088  -0.061
C 0.5625 -3.9731 2.0503  -0.096
C 1.7961 -3.4260 1.8744  -0.129
C 2.2130 -2.2251 2.3197  -0.021
H -0.6115 -1.5267 3.9130  0.112
H -1.3065 -3.4787 3.0336  0.092
H 0.2230 -4.9020 1.5759  0.119
H 2.5074 -3.9779 1.2976  0.103
H 3.2495 -1.9532 2.1776  0.119
F 6.0797 -0.1542 0.3805  0.046
C 5.1620 -0.8681 -0.3237  -0.255
C 5.3475 -2.2289 -0.5788  -0.009
C 4.3153 -2.8952 -1.2200  -0.091
C 3.1689 -2.2409 -1.6618  -0.085
C 3.0110 -0.9051 -1.2988  -0.110
C 4.0026 -0.1918 -0.6881  -0.015
H 6.1694 -2.8718 -0.2064  0.127
H 4.3565 -3.9540 -1.3631  0.101
H 2.4464 -2.8518 -2.1673  0.099
H 2.1014 -0.3411 -1.6250  0.122
H 4.0328 0.8579 -0.5758  0.083
F 4.2209 6.5397 -3.4759  0.049
C 4.0381 5.5942 -2.5104  -0.292
C 5.1143 4.9425 -1.9809  -0.030
C 4.9559 3.9319 -1.0389  -0.057
C 3.6645 3.5854 -0.6209  -0.095
C 2.5852 4.2087 -1.1921  -0.069
C 2.7631 5.2126 -2.1737  -0.002
H 6.1058 5.2752 -2.3179  0.128
H 5.8613 3.5788 -0.5999  0.100
H 3.4868 2.8680 0.0966  0.071
H 1.6598 3.8996 -0.9047  0.075
H 1.8816 5.6689 -2.6459  0.126
F -4.3987 -0.8407 5.9486  0.069
C -5.1848 -1.2969 4.9760  -0.305
C -4.6577 -1.5892 3.7344  -0.030
C -5.5310 -2.0644 2.7938  -0.074
C -6.8916 -2.4147 3.1428  -0.090
C -7.2980 -2.1826 4.4228  -0.120
C -6.4835 -1.5704 5.3466  -0.019
H -3.6908 -1.1149 3.5353  0.120
H -5.3162 -2.2154 1.7196  0.098
H -7.5900 -2.8534 2.3683  0.120
H -8.3002 -2.5514 4.7037  0.116
H -6.8542 -1.3537 6.3235  0.113
F 4.3455 -1.5656 -4.8761  0.029
C 3.4634 -0.5282 -4.6399  -0.263
C 3.9814 0.6324 -4.1850  -0.040
C 3.1769 1.7169 -4.0059  -0.048
C 1.7811 1.5742 -4.2794  -0.070
C 1.3408 0.3796 -4.7913  -0.118
C 2.1315 -0.7035 -4.9954  -0.013
H 5.0190 0.7297 -3.9844  0.121
H 3.4959 2.6268 -3.6092  0.071
H 1.0878 2.3651 -4.0104  0.101
H 0.2445 0.3577 -4.9091  0.118
H 1.6752 -1.5473 -5.4106  0.104
F -3.9991 -2.1287 -0.4803  0.025
C -2.6627 -1.8060 -0.4004  -0.261
C -1.6706 -2.6829 -0.7597  -0.030
C -0.3502 -2.3467 -0.5574  -0.084
C 0.0363 -1.1414 0.0648  -0.077
C -1.0038 -0.2790 0.4289  -0.054
C -2.3300 -0.5941 0.1688  -0.017
H -1.9819 -3.6775 -1.1868  0.139
H 0.3758 -3.0263 -0.9716  0.093
H 1.0638 -0.9107 0.1832  0.062
H -0.7918 0.7020 0.8689  0.114
H -3.1335 0.0531 0.4324  0.079
F -2.4190 4.0541 -0.7279  0.028
C -3.3611 3.2679 -0.1023  -0.271
C -3.4158 3.3147 1.2740  -0.018
C -4.4222 2.5533 1.9051  -0.067
C -5.2444 1.6171 1.2090  -0.080
C -5.0694 1.6235 -0.1755  -0.123
C -4.1529 2.4146 -0.8402  -0.031
H -2.7124 3.8421 1.9109  0.118
H -4.5526 2.6466 2.9925  0.105
H -6.1132 1.1128 1.6346  0.105
H -5.6410 0.9105 -0.7430  0.105
H -4.0456 2.3030 -1.9398  0.135

(2)
The following is a DFT calculation (ωB97M-V/def2-TZVPD) of a 7-piece molecular cluster, C42H35F7 overall at a distorted geometry.

Multiplicity: 1
Structure (SMILES): Fc1ccccc1.Fc1ccccc1.Fc1ccccc1.Fc1ccccc1.Fc1ccccc1.Fc1ccccc1.Fc1ccccc1
HOMO energy: -9.01 eV
ΔE to the lowest compared entry with this formula, charge and spin: 0.139 eV
LUMO energy: 0.657 eV
Calculated total energy: -2320.483633 Eh

Each line ends with the Löwdin charge.
Positions of all 84 atoms, in Å:
F 0.9274 -3.7508 -5.8009  0.057
C 1.5846 -3.2349 -4.7406  -0.290
C 1.3599 -1.9116 -4.4249  -0.020
C 2.0476 -1.3493 -3.3623  -0.074
C 2.9010 -2.1388 -2.6058  -0.110
C 3.0891 -3.4732 -2.9234  -0.083
C 2.3733 -4.0541 -3.9747  -0.015
H 0.6906 -1.3716 -5.0822  0.114
H 1.9523 -0.2983 -3.1205  0.107
H 3.4887 -1.7351 -1.7906  0.092
H 3.8333 -4.0741 -2.4174  0.103
H 2.6119 -5.0628 -4.2851  0.116
F -0.2682 -1.3601 0.1110  0.048
C 0.2598 -0.1318 0.3049  -0.272
C -0.5260 0.9810 0.5308  0.001
C 0.1181 2.2014 0.7244  -0.076
C 1.4979 2.3092 0.6834  -0.088
C 2.2774 1.1688 0.5045  -0.066
C 1.6348 -0.0459 0.2885  -0.024
H -1.6058 0.9592 0.5635  0.104
H -0.4694 3.0967 0.8823  0.098
H 2.0072 3.2580 0.7918  0.080
H 3.3559 1.2103 0.5596  0.101
H 2.2687 -0.9080 0.1220  0.104
F -3.4733 -0.1495 -0.6092  0.049
C -4.4326 -0.3616 0.3162  -0.287
C -4.1826 -1.2751 1.3222  -0.014
C -5.2061 -1.5742 2.2125  -0.070
C -6.4272 -0.9185 2.1189  -0.094
C -6.6328 0.0324 1.1276  -0.082
C -5.6180 0.3350 0.2269  -0.015
H -3.2303 -1.7885 1.2965  0.095
H -5.0622 -2.4020 2.8932  0.095
H -7.2520 -1.2181 2.7518  0.101
H -7.6166 0.4773 1.0564  0.104
H -5.7487 0.9897 -0.6261  0.118
F -2.9945 -3.6489 3.2271  0.044
C -2.5507 -4.5945 2.3684  -0.285
C -1.3750 -4.3844 1.6855  -0.031
C -0.9744 -5.3311 0.7624  -0.084
C -1.7470 -6.4578 0.4994  -0.087
C -2.9305 -6.6466 1.2164  -0.086
C -3.3399 -5.7120 2.1528  -0.018
H -0.7655 -3.5007 1.8227  0.114
H -0.0659 -5.2287 0.1817  0.110
H -1.4908 -7.1340 -0.3038  0.103
H -3.5398 -7.5222 1.0298  0.104
H -4.2868 -5.8206 2.6654  0.117
F -1.8058 -1.7417 -4.7508  0.048
C -2.3941 -2.5391 -3.8311  -0.281
C -2.0871 -2.3475 -2.5059  -0.017
C -2.6851 -3.0878 -1.5011  -0.073
C -3.6250 -4.0355 -1.9004  -0.089
C -3.8533 -4.2892 -3.2391  -0.086
C -3.2537 -3.5304 -4.2422  -0.011
H -1.4216 -1.5370 -2.2276  0.109
H -2.6025 -2.8988 -0.4443  0.072
H -4.0957 -4.6432 -1.1358  0.099
H -4.5228 -5.0900 -3.5320  0.103
H -3.5002 -3.7107 -5.2778  0.116
F 3.4189 4.2861 4.2892  0.054
C 2.4714 5.0498 3.7081  -0.295
C 1.1847 4.5469 3.6364  -0.022
C 0.2307 5.2909 2.9634  -0.093
C 0.5396 6.5515 2.4610  -0.092
C 1.8256 7.0477 2.5898  -0.084
C 2.8186 6.2908 3.2077  -0.031
H 0.9992 3.5646 4.0501  0.122
H -0.7740 4.8990 2.8679  0.104
H -0.1950 7.0708 1.8594  0.102
H 2.1134 8.0291 2.2338  0.106
H 3.8257 6.6482 3.3744  0.122
F 6.7450 7.4961 -0.9384  0.044
C 6.3241 6.3859 -0.2781  -0.281
C 4.9705 6.2726 -0.0069  -0.007
C 4.5380 5.1003 0.5892  -0.089
C 5.4632 4.1530 1.0018  -0.097
C 6.8251 4.3469 0.8089  -0.076
C 7.2626 5.4479 0.0797  -0.016
H 4.3172 7.0855 -0.2910  0.118
H 3.5032 4.8747 0.8074  0.081
H 5.1609 3.3311 1.6416  0.101
H 7.5109 3.5825 1.1476  0.105
H 8.3005 5.6492 -0.1480  0.118

(3)
The following is a DFT calculation (ωB97M-V/def2-TZVPD) of C42H35N2O2ReS6Se2Te2 as an isolated structure at a distorted geometry.

Multiplicity: 4
Charge: -1
HOMO energy (spin up / spin down): -4.00 / -3.98 eV
ΔE to the lowest compared entry with this formula, charge and spin: 1.187 eV
LUMO energy (spin up / spin down): 1.654 / 1.204 eV
Calculated total energy: -9687.885243 Eh

Each line ends with the Mulliken spin population.
Positions of all 92 atoms, in Å:
Re -1.8914 -0.3389 -0.4126  2.326
O -0.3989 -1.6386 -0.9396  0.134
C 0.1536 -2.7090 -0.2702  0.025
C 0.5362 -2.3068 1.1712  0.040
C 1.4307 -1.1058 1.2355  0.003
C 1.7203 -0.5382 2.4789  0.010
C 2.4459 0.6357 2.5051  0.007
C 2.8347 1.2201 1.3065  -0.003
C 2.5181 0.5747 0.1122  -0.004
C 2.8740 1.1171 -1.2438  0.000
C 1.7070 1.8838 -1.9320  -0.019
O 0.7429 0.8607 -2.0286  0.021
C 2.1381 2.3973 -3.3083  0.009
C 1.2456 2.3304 -4.3676  -0.011
C 1.5871 2.7995 -5.6232  -0.001
C 2.8355 3.3574 -5.8365  0.000
C 3.7253 3.4561 -4.7808  0.000
C 3.3764 2.9930 -3.5243  -0.001
C 1.2603 3.1332 -1.1902  0.001
C 2.1221 3.8446 -0.3639  -0.003
C 1.6882 4.9582 0.3318  -0.003
C 0.3921 5.4175 0.1780  0.000
C -0.4474 4.7736 -0.7132  -0.001
C -0.0085 3.6579 -1.3992  -0.013
N 1.8676 -0.5807 0.1050  0.008
C -0.8717 -3.8588 -0.2740  -0.031
C -1.7104 -3.9789 -1.3781  0.009
C -2.6938 -4.9493 -1.4157  -0.004
C -2.8432 -5.8312 -0.3611  0.001
C -1.9847 -5.7464 0.7203  -0.001
C -1.0061 -4.7685 0.7646  0.010
C 1.3642 -3.2500 -1.0357  -0.013
C 2.3844 -3.9402 -0.3910  -0.002
C 3.4210 -4.5011 -1.1127  0.000
C 3.4498 -4.4038 -2.4912  0.000
C 2.4365 -3.7221 -3.1416  0.001
C 1.4073 -3.1478 -2.4187  0.001
H -0.3872 -2.0554 1.7132  -0.029
H 0.9877 -3.1359 1.7169  -0.004
H 1.3626 -0.9945 3.3904  -0.003
H 2.6968 1.1013 3.4521  0.001
H 3.3858 2.1489 1.3174  0.002
H 3.7628 1.7414 -1.1823  0.002
H 3.0747 0.2624 -1.8942  0.000
H 0.2632 1.8851 -4.2223  0.011
H 0.8695 2.7162 -6.4263  0.000
H 3.1133 3.7181 -6.8171  0.000
H 4.7031 3.8936 -4.9349  0.000
H 4.0937 3.1052 -2.7255  0.000
H 3.1539 3.5489 -0.2673  0.001
H 2.3756 5.4762 0.9902  0.000
H 0.0570 6.2884 0.7238  0.000
H -1.4454 5.1423 -0.8979  0.000
H -0.6739 3.2044 -2.1241  0.009
H -1.5857 -3.3127 -2.2249  0.011
H -3.3391 -5.0087 -2.2779  -0.001
H -3.6154 -6.5868 -0.3842  0.000
H -2.0820 -6.4344 1.5495  0.000
H -0.3580 -4.7227 1.6286  0.000
H 2.3937 -4.0660 0.6809  0.001
H 4.2049 -5.0284 -0.5880  0.000
H 4.2537 -4.8592 -3.0516  0.000
H 2.4323 -3.6407 -4.2188  0.000
H 0.6284 -2.6116 -2.9438  -0.002
Se -3.7507 -1.3473 -1.5742  0.285
Te -4.2064 1.0342 -0.8985  0.059
Te -1.2085 -0.7375 -4.2081  -0.003
Se -1.0740 0.7437 -2.3655  0.013
C -5.9511 -1.3845 1.9072  0.000
S -5.5443 -0.0458 3.0596  -0.001
C -3.9378 -0.4125 3.6698  -0.004
C -2.8578 -0.9192 3.0288  0.017
S -2.8166 -1.6396 1.4799  0.030
S -1.3587 -0.9156 3.9840  0.002
C -1.9629 -0.0744 5.3699  0.001
S -1.0012 0.4335 6.5952  -0.001
S -3.6837 0.1702 5.3100  0.001
H -7.0088 -1.2651 1.6899  -0.001
H -5.7493 -2.3353 2.3895  -0.002
H -5.3750 -1.2847 0.9903  0.002
S -0.5464 1.1383 0.8480  0.032
C -1.1154 1.8941 2.2401  0.017
N -0.1315 2.3458 3.0747  0.031
C -0.3929 2.9417 4.2555  -0.006
C -1.6815 3.1641 4.6319  0.019
C -2.7295 2.7683 3.7744  0.003
C -2.4505 2.1236 2.5978  0.020
H 0.8266 2.1620 2.7809  0.006
H 0.4609 3.2136 4.8597  0.000
H -1.8949 3.6119 5.5855  0.001
H -3.7533 2.9631 4.0510  0.001
H -3.2403 1.7865 1.9344  -0.019